1.
{
  "formula": "C15H16FeN3O2S4Sb",
  "method": "ωB97M-V/def2-TZVPD",
  "homo_lumo_gap_ev": 5.196,
  "e_above_lowest_ev": 1.481,
  "charge": -2,
  "homo_ev": -1.0,
  "molar_mass_g_mol": 576.19,
  "symbols": ["Fe", "C", "C", "N", "N", "C", "O", "C", "C", "C", "C", "C", "C", "C", "C", "C", "C", "C", "N", "H", "H", "H", "H", "H", "H", "H", "H", "H", "H", "H", "H", "S", "Sb", "S", "S", "S", "C", "O", "H", "H", "H", "H"],
  "coordinates": [[-1.105, -0.139, -0.228], [2.186, -2.744, -0.647], [0.835, -2.104, -0.612], [0.666, -0.850, -0.355], [1.706, -0.085, 0.089], [1.177, 0.710, 1.022], [-0.019, 0.661, 1.415], [2.102, 1.700, 1.657], [1.589, 2.595, 2.589], [2.417, 3.534, 3.188], [3.766, 3.585, 2.861], [4.281, 2.693, 1.929], [3.454, 1.756, 1.329], [-0.433, -2.820, -0.618], [-0.605, -4.153, -0.988], [-1.856, -4.726, -0.890], [-2.916, -3.954, -0.431], [-2.684, -2.635, -0.092], [-1.472, -2.076, -0.163], [2.825, -2.237, -1.371], [2.674, -2.645, 0.326], [2.126, -3.800, -0.905], [0.533, 2.540, 2.815], [2.007, 4.233, 3.907], [4.411, 4.320, 3.327], [5.332, 2.733, 1.667], [3.836, 1.056, 0.597], [0.236, -4.719, -1.365], [-2.010, -5.758, -1.182], [-3.918, -4.353, -0.358], [-3.476, -1.963, 0.216], [-6.136, 3.629, -2.873], [-6.396, 1.488, -2.123], [-2.329, -0.198, -2.184], [-3.320, 0.555, -0.501], [-8.015, 1.435, -0.505], [0.066, 2.156, -1.974], [-0.695, 1.897, -0.803], [0.040, 3.224, -2.212], [-0.318, 1.580, -2.817], [1.093, 1.860, -1.760], [-1.654, 2.019, -0.975]]
}

=====

2.
{
  "formula": "C15H16N3",
  "method": "ωB97M-V/def2-TZVPD",
  "homo_lumo_gap_ev": 8.092,
  "e_above_lowest_ev": 0.114,
  "charge": 1,
  "homo_ev": -11.6,
  "molar_mass_g_mol": 238.31,
  "symbols": ["C", "N", "C", "C", "C", "C", "C", "C", "C", "H", "H", "H", "H", "H", "H", "H", "H", "H", "H", "C", "C", "C", "C", "C", "C", "N", "C", "N", "H", "H", "H", "H", "H", "H"],
  "coordinates": [[-0.277, -2.018, -1.826], [0.494, -1.819, -0.596], [1.916, -1.973, -0.614], [2.587, -3.214, -0.737], [3.985, -3.248, -0.781], [4.713, -2.053, -0.763], [4.052, -0.822, -0.721], [2.667, -0.787, -0.615], [-0.244, -1.434, 0.427], [0.354, -2.066, -2.703], [-0.873, -2.941, -1.761], [-0.969, -1.169, -1.922], [2.017, -4.138, -0.749], [4.518, -4.203, -0.821], [5.803, -2.072, -0.819], [4.598, 0.119, -0.755], [2.105, 0.138, -0.537], [0.154, -1.413, 1.437], [-1.319, -1.437, 0.285], [-4.267, 2.192, -0.045], [-3.271, 1.179, 0.071], [-2.099, 1.494, 0.773], [-1.992, 2.790, 1.326], [-2.935, 3.792, 1.222], [-4.109, 3.479, 0.513], [-0.759, 2.827, 1.956], [-0.139, 1.634, 1.809], [-0.907, 0.814, 1.104], [-5.210, 1.999, -0.584], [-3.416, 0.185, -0.372], [-2.727, 4.768, 1.687], [-4.891, 4.232, 0.398], [-0.403, 3.649, 2.432], [0.842, 1.516, 2.280]]
}

=====

3.
{
  "formula": "C15H16N4O2S2",
  "method": "ωB97M-V/def2-TZVPD",
  "homo_lumo_gap_ev": 8.798,
  "e_above_lowest_ev": 0.000,
  "homo_ev": -8.5,
  "molar_mass_g_mol": 348.45,
  "symbols": ["C", "C", "O", "N", "C", "N", "N", "C", "S", "C", "H", "H", "C", "O", "N", "C", "C", "C", "C", "C", "C", "C", "C", "C", "H", "H", "H", "H", "H", "H", "H", "H", "H", "H", "S", "H", "H", "H", "H"],
  "coordinates": [[-4.889, -1.624, 0.693], [-5.244, -0.315, 0.069], [-6.299, -0.049, -0.449], [-4.261, 0.669, 0.098], [-3.008, 0.632, 0.620], [-2.433, -0.378, 1.184], [-1.194, -0.139, 1.583], [-0.778, 1.053, 1.344], [0.787, 1.616, 1.830], [1.155, 2.753, 0.445], [2.183, 3.068, 0.601], [0.497, 3.621, 0.514], [0.925, 2.102, -0.915], [0.164, 2.629, -1.705], [1.538, 0.926, -1.173], [2.420, 0.234, -0.316], [3.580, 0.836, 0.158], [4.441, 0.135, 0.979], [4.159, -1.180, 1.311], [3.036, -1.794, 0.792], [2.155, -1.107, -0.035], [0.969, -1.828, -0.617], [0.155, -0.995, -1.614], [1.020, 0.092, -2.245], [0.438, 0.725, -2.916], [1.863, -0.344, -2.788], [-0.263, -1.636, -2.390], [-0.679, -0.512, -1.102], [0.321, -2.149, 0.202], [1.341, -2.732, -1.107], [2.829, -2.827, 1.027], [4.825, -1.730, 1.958], [5.336, 0.612, 1.350], [3.816, 1.848, -0.136], [-1.986, 2.071, 0.540], [-4.541, 1.543, -0.334], [-4.609, -1.478, 1.733], [-4.029, -2.055, 0.187], [-5.741, -2.293, 0.622]]
}

=====

4.
{
  "formula": "C15H17BBrF5N3O9P",
  "method": "ωB97M-V/def2-TZVPD",
  "homo_lumo_gap_ev": 6.953,
  "homo_ev": -8.9,
  "molar_mass_g_mol": 599.99,
  "symbols": ["C", "C", "N", "C", "N", "C", "C", "C", "C", "C", "C", "F", "F", "C", "F", "F", "F", "C", "P", "O", "Br", "N", "H", "H", "H", "H", "H", "H", "H", "H", "H", "H", "H", "H", "H", "H", "H", "H", "H", "B", "O", "C", "O", "C", "O", "O", "O", "C", "O", "C", "O", "O"],
  "coordinates": [[-4.210, 1.474, 2.390], [-4.689, 0.225, 2.367], [-3.875, -0.908, 2.020], [-3.344, -1.081, 0.837], [-3.497, -0.108, -0.143], [-2.214, 0.013, -0.893], [-1.016, -0.343, -0.007], [0.271, 0.102, -0.707], [0.352, 1.618, -0.999], [-0.373, 2.523, 0.013], [-0.547, 3.930, -0.589], [-0.668, 4.835, 0.414], [0.523, 4.251, -1.337], [-1.816, 4.075, -1.451], [-2.903, 3.590, -0.828], [-1.697, 3.423, -2.622], [-2.027, 5.362, -1.745], [-1.139, -1.849, 0.303], [-0.491, -2.991, -1.053], [-1.856, -3.167, -1.972], [-0.163, -4.950, 0.033], [-2.614, -2.164, 0.515], [-3.345, 1.808, 2.950], [-4.778, 2.226, 1.852], [-5.724, 0.001, 2.593], [-3.704, -1.634, 2.708], [-4.206, -0.438, -0.795], [-2.147, 1.030, -1.259], [-2.174, -0.674, -1.741], [-1.049, 0.185, 0.951], [1.113, -0.257, -0.134], [0.337, -0.415, -1.665], [0.030, 1.801, -2.020], [1.400, 1.898, -0.961], [0.209, 2.696, 0.914], [-1.382, 2.202, 0.258], [-0.632, -2.120, 1.227], [-1.921, -4.065, -2.323], [-2.731, -2.925, 1.177], [5.292, -1.476, 0.135], [5.055, -1.043, 1.534], [3.780, -1.225, 1.820], [3.245, -0.975, 2.864], [3.091, -1.802, 0.592], [1.918, -2.081, 0.512], [3.968, -1.941, -0.369], [5.809, -0.370, -0.685], [6.990, -0.733, -1.188], [7.676, -0.061, -1.898], [7.302, -2.142, -0.701], [8.278, -2.780, -0.959], [6.292, -2.551, 0.068]]
}

=====

5.
{
  "formula": "C15H17BrCl44NNbO5P3",
  "method": "ωB97M-V/def2-TZVPD",
  "homo_lumo_gap_ev": 6.151,
  "charge": -1,
  "homo_ev": -5.0,
  "molar_mass_g_mol": 2116.97,
  "symbols": ["C", "Nb", "C", "C", "O", "C", "N", "P", "P", "O", "O", "O", "P", "O", "Br", "H", "H", "H", "H", "H", "H", "H", "H", "H", "H", "H", "H", "H", "H", "H", "H", "H", "C", "Cl", "Cl", "Cl", "Cl", "C", "Cl", "Cl", "Cl", "Cl", "C", "Cl", "Cl", "Cl", "Cl", "C", "Cl", "Cl", "Cl", "Cl", "C", "Cl", "Cl", "Cl", "Cl", "C", "Cl", "Cl", "Cl", "Cl", "C", "Cl", "Cl", "Cl", "Cl", "C", "Cl", "Cl", "Cl", "Cl", "C", "Cl", "Cl", "Cl", "Cl", "C", "Cl", "Cl", "Cl", "Cl", "C", "Cl", "Cl", "Cl", "Cl"],
  "coordinates": [[4.292, 1.602, 1.445], [3.761, 1.223, -0.706], [3.560, 0.833, -2.928], [4.600, -0.011, -3.678], [4.216, -1.399, -3.657], [4.801, 0.439, -5.144], [3.611, 0.904, -5.848], [3.484, -1.269, -0.154], [1.615, -1.652, 0.810], [0.490, -2.093, -0.037], [1.955, -2.724, 1.978], [1.290, -0.320, 1.652], [3.521, 3.775, -0.937], [2.658, 4.070, -2.307], [2.076, 4.526, 0.639], [4.480, 0.673, 1.995], [3.539, 2.215, 1.949], [5.239, 2.156, 1.481], [5.571, 1.221, -1.125], [1.929, 1.337, -0.570], [3.591, 1.846, -3.364], [2.563, 0.404, -3.083], [5.575, 0.043, -3.189], [3.627, -1.552, -4.400], [5.589, 1.192, -5.211], [5.172, -0.445, -5.680], [2.835, 0.286, -5.642], [3.350, 1.834, -5.546], [3.205, -1.975, -1.334], [1.359, -2.596, 2.721], [0.419, -0.394, 2.057], [1.812, 3.608, -2.264], [-2.558, -3.298, -1.384], [-1.283, -4.490, -1.236], [-2.156, -2.130, -2.642], [-4.088, -4.095, -1.802], [-2.736, -2.443, 0.157], [-5.259, -6.224, 2.052], [-6.831, -5.766, 1.377], [-4.693, -7.708, 1.287], [-4.124, -4.918, 1.774], [-5.445, -6.491, 3.793], [5.584, -4.128, -5.911], [5.811, -5.681, -6.735], [4.070, -3.404, -6.479], [5.523, -4.377, -4.178], [6.926, -3.054, -6.314], [-9.959, -5.787, 4.529], [-10.103, -6.148, 6.253], [-9.490, -7.250, 3.662], [-11.515, -5.214, 3.919], [-8.737, -4.541, 4.290], [-0.712, 0.051, -5.591], [0.695, -1.011, -5.697], [-0.588, 1.312, -6.820], [-2.180, -0.895, -5.861], [-0.763, 0.781, -3.989], [-5.380, -0.901, 3.518], [-6.103, -2.442, 3.061], [-5.472, -0.727, 5.278], [-3.692, -0.854, 3.011], [-6.263, 0.420, 2.753], [-1.237, 7.568, 0.950], [-1.172, 6.287, 2.160], [-0.130, 7.209, -0.358], [-2.886, 7.662, 0.299], [-0.813, 9.113, 1.701], [-8.930, -0.075, 8.582], [-10.336, 0.884, 8.107], [-8.129, 0.697, 9.953], [-9.455, -1.696, 9.044], [-7.808, -0.185, 7.226], [8.464, 4.053, 1.779], [7.069, 4.133, 0.724], [9.516, 2.722, 1.284], [9.374, 5.573, 1.695], [7.938, 3.788, 3.447], [-1.693, 6.009, -4.217], [-0.133, 5.448, -3.619], [-1.435, 7.093, -5.592], [-2.664, 4.628, -4.736], [-2.536, 6.880, -2.934], [0.555, -0.814, 5.704], [1.283, 0.521, 4.834], [-0.363, -1.836, 4.570], [1.809, -1.794, 6.464], [-0.555, -0.209, 6.938]]
}

=====

6.
{
  "formula": "C15H17ClN2OS2",
  "method": "ωB97M-V/def2-TZVPD",
  "homo_lumo_gap_ev": 8.518,
  "homo_ev": -8.4,
  "molar_mass_g_mol": 340.90,
  "symbols": ["C", "C", "H", "H", "C", "C", "N", "N", "C", "O", "C", "C", "S", "C", "C", "C", "H", "H", "H", "C", "H", "H", "H", "H", "H", "C", "C", "C", "C", "S", "Cl", "H", "H", "H", "H", "H", "H", "H"],
  "coordinates": [[-4.530, 0.764, 1.225], [-3.355, 1.031, 0.293], [-3.535, 1.952, -0.265], [-3.265, 0.215, -0.427], [-2.043, 1.154, 1.075], [-0.886, 1.436, 0.162], [-0.027, 0.500, 0.034], [1.090, 0.621, -0.695], [2.024, -0.377, -0.844], [3.079, -0.104, -1.384], [1.646, -1.714, -0.362], [0.368, -2.197, -0.379], [0.270, -3.798, 0.211], [1.980, -3.839, 0.506], [2.583, -2.673, 0.141], [4.049, -2.434, 0.294], [4.344, -1.555, -0.270], [4.301, -2.284, 1.344], [4.612, -3.293, -0.067], [2.624, -5.050, 1.084], [3.369, -5.451, 0.397], [3.130, -4.803, 2.018], [1.882, -5.819, 1.281], [-0.519, -1.710, -0.728], [1.383, 1.535, -1.046], [-0.856, 2.737, -0.491], [-0.398, 3.078, -1.738], [-0.546, 4.444, -2.043], [-1.114, 5.142, -1.022], [-1.495, 4.137, 0.333], [-1.456, 6.817, -0.990], [-0.246, 4.889, -2.974], [-0.018, 2.367, -2.451], [-1.841, 0.224, 1.607], [-2.133, 1.966, 1.801], [-4.374, -0.158, 1.781], [-5.452, 0.672, 0.658], [-4.643, 1.579, 1.937]]
}

=====

7.
{
  "formula": "C15H17FN2O4",
  "method": "ωB97M-V/def2-TZVPD",
  "homo_lumo_gap_ev": 8.325,
  "e_above_lowest_ev": 6.401,
  "homo_ev": -9.3,
  "molar_mass_g_mol": 308.31,
  "symbols": ["C", "C", "N", "C", "C", "C", "C", "O", "F", "C", "C", "C", "C", "C", "O", "N", "C", "O", "H", "H", "H", "H", "H", "H", "H", "H", "H", "H", "H", "C", "C", "O", "C", "H", "H", "H", "H", "H", "H"],
  "coordinates": [[-2.852, 1.906, -0.228], [-1.924, 1.392, 0.989], [-0.503, 1.076, 0.534], [-0.077, -0.065, 1.366], [0.211, -1.498, 0.784], [0.024, -1.654, -0.821], [0.995, -2.880, -1.256], [2.207, -2.645, -1.435], [0.525, -4.203, -1.489], [0.650, -2.710, 1.687], [0.860, -2.507, 3.224], [0.570, -1.096, 3.778], [0.097, 0.096, 2.898], [-0.085, 1.337, 3.872], [-0.135, 2.571, 3.645], [-0.145, 0.775, 5.261], [0.617, -0.489, 5.250], [1.260, -1.076, 6.146], [-2.726, 3.037, -0.412], [-2.704, 1.286, -1.182], [-3.954, 1.759, 0.073], [-2.358, 0.411, 1.400], [-1.920, 2.172, 1.829], [0.058, 1.877, 0.891], [-1.066, -1.869, -1.104], [0.463, -0.728, -1.371], [0.829, -3.763, 1.267], [1.198, -3.314, 3.948], [-1.120, 0.593, 5.577], [0.876, 2.285, -4.703], [0.964, 1.006, -3.914], [0.692, 0.975, -2.727], [1.400, -0.234, -4.649], [0.550, 3.094, -4.045], [1.858, 2.538, -5.110], [0.149, 2.174, -5.510], [2.404, -0.092, -5.053], [0.696, -0.456, -5.454], [1.418, -1.079, -3.956]]
}

=====

8.
{
  "formula": "C15H17FN6O2",
  "method": "ωB97M-V/def2-TZVPD",
  "homo_lumo_gap_ev": 8.294,
  "homo_ev": -9.5,
  "molar_mass_g_mol": 332.34,
  "symbols": ["N", "C", "C", "C", "C", "O", "C", "C", "O", "F", "C", "C", "N", "C", "C", "N", "N", "N", "C", "C", "C", "N", "C", "C", "H", "H", "H", "H", "H", "H", "H", "H", "H", "H", "H", "H", "H", "H", "H", "H", "H"],
  "coordinates": [[1.024, -4.062, 0.118], [1.370, -2.817, 0.011], [1.456, -1.146, 0.019], [2.212, -0.770, 1.451], [2.767, 0.793, 1.495], [3.097, 1.363, 2.667], [2.513, -0.752, -1.170], [2.456, -1.781, -2.483], [1.693, -1.564, -3.564], [3.337, -2.979, -2.476], [-0.035, -0.443, -0.133], [-0.729, -1.184, -1.462], [-1.278, -1.759, -2.501], [-0.901, -0.805, 1.210], [-2.528, -0.756, 1.034], [-3.135, -2.081, 0.526], [-3.059, 0.425, 0.252], [-3.101, -0.602, 2.459], [0.013, 1.158, -0.500], [-0.094, 2.395, 0.603], [-0.096, 3.987, 0.268], [0.018, 4.455, -1.142], [0.143, 3.388, -2.175], [0.136, 1.764, -2.056], [1.605, -1.085, 2.401], [3.197, -1.445, 1.459], [2.941, 1.443, 0.510], [2.487, 0.366, -1.513], [3.603, -0.923, -0.711], [-0.646, -1.864, 1.685], [-0.636, -0.018, 2.067], [-3.354, -1.857, -0.491], [-2.334, -2.750, 0.506], [-3.033, 0.281, -0.781], [-3.988, 0.757, 0.594], [-3.950, -1.212, 2.555], [-3.303, 0.399, 2.672], [-0.178, 2.089, 1.749], [-0.182, 4.772, 1.132], [0.272, 3.791, -3.293], [0.222, 1.030, -2.993]]
}